Record 1
Density functional theory data (wB97M-V/def2-TZVPD) for a molecular structure, C34H47BN10OPbS6.

Properties
HOMO energy (spin up / spin down)   -7.69 / -7.62 eV
ΔE to the lowest compared entry with this formula, charge and spin   43.46 kcal/mol
LUMO level (spin up / spin down)   -0.075 / -0.036 Eh
Multiplicity   1
Kohn-Sham gap (spin up / spin down)   5.64 / 6.65 eV
E_tot   -4553.38705 hartree

Cartesian coordinates (Å):
1 Pb 2.266 0.223 1.306
2 C 0.783 -3.921 -1.891
3 C 0.368 -2.490 -1.805
4 C -0.007 -1.777 -2.890
5 C -0.332 -0.400 -2.768
6 N -0.361 0.178 -1.612
7 N -0.036 -0.523 -0.506
8 B -0.048 0.281 0.787
9 N -0.635 1.682 0.647
10 N -1.911 1.541 0.228
11 C -2.665 2.580 0.078
12 C -2.144 3.886 0.303
13 C -0.875 4.045 0.748
14 C -0.288 5.395 0.990
15 C -0.082 2.864 1.025
16 S 1.397 3.001 1.800
17 C -4.114 2.265 -0.293
18 C -4.135 1.343 -1.513
19 C -4.913 3.530 -0.605
20 C -4.748 1.542 0.906
21 N -0.713 -0.491 1.973
22 N -1.800 -1.121 1.466
23 C -2.498 -1.916 2.211
24 C -2.180 -2.086 3.584
25 C -1.088 -1.486 4.106
26 C -0.710 -1.676 5.538
27 C -0.259 -0.684 3.234
28 S 1.206 -0.104 3.872
29 C -3.649 -2.668 1.561
30 C -4.966 -2.259 2.229
31 C -3.401 -4.170 1.758
32 C -3.725 -2.368 0.067
33 C 0.399 -1.825 -0.528
34 S 1.008 -2.552 0.846
35 C -0.659 0.452 -3.984
36 C -1.987 -0.030 -4.578
37 C -0.763 1.928 -3.596
38 C 0.462 0.292 -5.018
39 H 0.706 -4.282 -2.915
40 H 0.169 -4.539 -1.235
41 H 1.809 -4.030 -1.538
42 H -0.041 -2.252 -3.862
43 H -2.753 4.753 0.095
44 H -0.997 6.172 0.710
45 H 0.634 5.513 0.420
46 H -0.013 5.508 2.038
47 H -3.739 1.856 -2.391
48 H -5.160 1.040 -1.734
49 H -3.526 0.458 -1.339
50 H -4.462 4.102 -1.418
51 H -5.008 4.178 0.266
52 H -5.921 3.250 -0.917
53 H -4.184 0.635 1.136
54 H -5.780 1.269 0.679
55 H -4.749 2.181 1.791
56 H -2.805 -2.711 4.210
57 H -1.448 -2.298 6.042
58 H -0.632 -0.717 6.050
59 H 0.273 -2.143 5.611
60 H -4.964 -2.479 3.298
61 H -5.795 -2.808 1.779
62 H -5.154 -1.192 2.099
63 H -3.378 -4.449 2.812
64 H -2.452 -4.466 1.307
65 H -4.201 -4.738 1.282
66 H -3.882 -1.306 -0.111
67 H -4.556 -2.925 -0.369
68 H -2.804 -2.657 -0.442
69 H -2.795 0.070 -3.852
70 H -1.933 -1.077 -4.884
71 H -2.242 0.563 -5.458
72 H -1.523 2.089 -2.832
73 H -1.018 2.514 -4.481
74 H 0.184 2.290 -3.195
75 H 0.562 -0.736 -5.368
76 H 1.420 0.607 -4.601
77 H 0.248 0.916 -5.888
78 S 3.757 -0.916 -0.860
79 C 4.977 -1.784 -0.115
80 C 6.058 -2.201 -0.967
81 N 6.904 -2.518 -1.680
82 C 5.096 -2.062 1.269
83 S 4.067 -1.564 2.482
84 C 6.280 -2.754 1.705
85 N 7.219 -3.305 2.075
86 C 6.247 1.500 -1.302
87 N 5.464 1.711 -0.089
88 C 5.705 1.322 1.152
89 S 4.537 1.662 2.384
90 N 6.833 0.729 1.573
91 C 8.063 0.391 0.863
92 H 5.614 1.797 -2.134
93 H 6.511 0.456 -1.456
94 H 7.144 2.116 -1.316
95 H 4.455 1.910 -0.245
96 H 6.807 0.527 2.559
97 H 7.903 -0.344 0.078
98 H 8.738 -0.054 1.590
99 H 8.547 1.274 0.447
100 O 2.789 1.461 -0.486

***

Record 2
Density functional theory data (wB97M-V/def2-TZVPD) for a molecular structure, C50H87Br24Cl8O11P.

Properties
⟨S²⟩   0.75
HOMO energy (spin up / spin down)   -1.79 / -4.31 eV
LUMO level (spin up / spin down)   0.019 / 0.019 Eh
Net charge   -1
Multiplicity   2
Kohn-Sham gap (spin up / spin down)   2.29 / 4.81 eV
E_tot   -68584.08628 hartree

Cartesian coordinates (Å):
1 C -21.879 -9.145 11.226
2 C -21.891 -8.263 12.520
3 C -21.004 -8.892 13.572
4 C -20.750 -7.948 14.783
5 P -19.496 -8.610 15.997
6 C -19.155 -7.521 17.511
7 C -18.660 -8.185 18.777
8 C -18.380 -7.191 19.898
9 C -19.565 -6.402 20.396
10 C -20.213 -10.207 16.541
11 C -21.491 -9.973 17.310
12 C -22.019 -11.259 17.945
13 C -21.156 -11.812 19.059
14 C -17.862 -8.977 15.185
15 C -17.755 -10.347 14.515
16 C -16.438 -10.515 13.701
17 C -16.307 -11.980 13.143
18 H -22.227 -10.151 11.461
19 H -20.896 -9.200 10.758
20 H -22.658 -8.840 10.526
21 H -22.848 -8.154 13.030
22 H -21.675 -7.215 12.311
23 H -20.036 -9.197 13.176
24 H -21.517 -9.773 13.957
25 H -21.608 -7.688 15.402
26 H -20.353 -6.958 14.559
27 H -20.145 -7.113 17.716
28 H -18.455 -6.749 17.190
29 H -17.712 -8.688 18.583
30 H -19.394 -8.907 19.132
31 H -17.566 -6.559 19.544
32 H -18.069 -7.777 20.763
33 H -19.953 -5.683 19.674
34 H -19.309 -5.853 21.302
35 H -20.396 -7.061 20.648
36 H -19.507 -10.809 17.112
37 H -20.420 -10.797 15.648
38 H -22.281 -9.529 16.703
39 H -21.359 -9.186 18.053
40 H -22.095 -12.053 17.202
41 H -23.032 -11.079 18.303
42 H -20.585 -11.017 19.537
43 H -20.404 -12.454 18.599
44 H -21.732 -12.400 19.774
45 H -17.156 -8.917 16.014
46 H -17.795 -8.122 14.512
47 H -18.567 -10.596 13.832
48 H -17.756 -11.179 15.220
49 H -15.634 -10.209 14.370
50 H -16.342 -9.828 12.860
51 H -17.209 -12.246 12.592
52 H -16.414 -12.737 13.921
53 H -15.412 -12.165 12.550
54 C -19.525 -3.990 13.509
55 C -18.378 -4.942 13.591
56 O -18.175 -5.441 14.863
57 H -19.719 -3.675 12.483
58 H -19.315 -3.108 14.114
59 H -20.473 -4.370 13.889
60 H -17.402 -4.559 13.292
61 H -18.598 -5.690 12.829
62 O -14.265 -13.338 8.218
63 C -14.211 -12.160 8.596
64 O -14.504 -11.172 7.766
65 C -14.467 -9.886 8.360
66 C -14.615 -10.148 9.838
67 C -13.977 -11.572 10.028
68 H -15.356 -9.333 8.058
69 H -13.570 -9.347 8.056
70 H -15.679 -10.220 10.066
71 H -14.238 -9.375 10.508
72 H -14.448 -12.248 10.741
73 H -12.900 -11.714 10.114
74 O -17.165 -10.991 17.601
75 C -16.480 -11.586 18.369
76 O -16.409 -12.957 18.381
77 C -15.581 -13.524 19.325
78 C -15.167 -12.398 20.156
79 C -15.706 -11.086 19.501
80 H -14.690 -14.021 18.940
81 H -16.167 -14.217 19.929
82 H -14.086 -12.381 20.298
83 H -15.630 -12.473 21.140
84 H -14.879 -10.454 19.176
85 H -16.356 -10.428 20.078
86 O -18.546 -10.624 21.612
87 C -18.646 -11.584 22.407
88 O -19.316 -11.506 23.545
89 C -19.248 -12.652 24.370
90 C -18.996 -13.719 23.273
91 C -18.116 -12.985 22.285
92 H -20.228 -12.769 24.832
93 H -18.437 -12.500 25.083
94 H -20.022 -14.003 23.037
95 H -18.531 -14.591 23.732
96 H -18.278 -13.390 21.286
97 H -17.068 -12.975 22.585
98 O -23.556 -12.728 10.983
99 C -24.725 -13.123 10.898
100 O -25.269 -14.119 11.659
101 C -26.650 -14.401 11.422
102 C -27.079 -13.106 10.817
103 C -25.905 -12.597 10.079
104 H -27.230 -14.594 12.324
105 H -26.757 -15.284 10.791
106 H -27.384 -12.406 11.596
107 H -28.002 -13.099 10.237
108 H -25.781 -11.515 10.105
109 H -25.817 -12.823 9.016
110 O -22.423 -6.437 17.822
111 C -23.287 -6.892 18.618
112 O -24.302 -7.616 18.145
113 C -25.161 -7.987 19.168
114 C -24.902 -7.073 20.322
115 C -23.427 -6.758 20.103
116 H -24.836 -8.967 19.515
117 H -26.192 -8.130 18.843
118 H -25.249 -7.613 21.203
119 H -25.416 -6.120 20.204
120 H -22.763 -7.522 20.508
121 H -23.010 -5.775 20.322
122 C -17.498 -8.376 24.051
123 Cl -18.493 -6.886 23.910
124 Cl -16.440 -8.298 25.456
125 H -18.067 -9.301 24.142
126 H -16.774 -8.416 23.237
127 C -24.187 -8.152 6.869
128 Cl -24.709 -9.029 8.369
129 Cl -25.576 -7.498 5.976
130 H -23.456 -7.394 7.150
131 H -23.665 -8.888 6.258
132 C -14.606 -6.156 14.001
133 Cl -13.926 -5.174 12.641
134 Cl -13.949 -7.770 14.090
135 H -14.331 -5.603 14.898
136 H -15.682 -6.242 13.850
137 C -20.056 -3.796 17.322
138 Cl -21.370 -2.668 17.148
139 Cl -18.723 -3.173 18.230
140 H -20.469 -4.687 17.794
141 H -19.695 -4.130 16.349
142 C -27.118 -12.754 18.514
143 Br -28.008 -10.952 18.027
144 Br -28.265 -13.913 19.646
145 Br -25.351 -12.527 19.351
146 H -27.052 -13.249 17.545
147 C -22.774 -15.222 21.666
148 Br -21.427 -15.132 20.233
149 Br -24.325 -16.363 21.238
150 Br -23.439 -13.452 22.237
151 H -22.339 -15.608 22.587
152 C -23.863 -5.103 15.119
153 Br -23.232 -4.658 13.315
154 Br -24.760 -6.848 15.051
155 Br -24.920 -3.686 15.884
156 H -22.936 -5.068 15.691
157 C -13.669 -6.664 18.224
158 Br -12.458 -8.186 17.791
159 Br -14.169 -6.596 20.118
160 Br -15.357 -6.923 17.183
161 H -13.240 -5.731 17.860
162 C -18.167 -7.611 10.218
163 Br -18.142 -8.813 8.714
164 Br -19.387 -6.054 9.843
165 Br -16.334 -7.035 10.634
166 H -18.590 -8.094 11.099
167 C -24.839 -11.275 14.404
168 Br -25.149 -10.005 12.874
169 Br -24.797 -10.182 16.006
170 Br -23.085 -12.194 14.206
171 H -25.627 -12.028 14.411
172 C -19.367 -13.526 10.810
173 Br -18.431 -12.193 9.629
174 Br -20.508 -12.562 12.173
175 Br -18.052 -14.717 11.802
176 H -19.952 -14.108 10.098
177 C -12.039 -10.972 14.298
178 Br -13.187 -11.047 15.883
179 Br -12.178 -12.698 13.291
180 Br -10.175 -10.467 14.854
181 H -12.341 -10.161 13.634

***

Record 3
Density functional theory data (wB97M-V/def2-TZVPD) for 9 unconnected molecules or ions with the total composition C3H23NO10.

Properties
SMILES   N[C@H](C=O)CO.O.O.O.O.O.O.O.O
HOMO energy   -9.40 eV
ΔE to the lowest compared entry with this formula, charge and spin   77.40 kcal/mol
LUMO level   0.002 Eh
Multiplicity   1
Kohn-Sham gap   9.46 eV
E_tot   -935.21138 hartree

Cartesian coordinates (Å):
1 N -0.976 -0.704 -0.578
2 C 0.290 -0.430 0.072
3 C 1.009 -1.771 0.211
4 O 1.871 -2.151 -0.538
5 C 0.032 0.020 1.508
6 O -0.526 1.308 1.556
7 H -0.819 -1.198 -1.446
8 H -1.674 0.020 -0.599
9 H 0.850 0.371 -0.423
10 H 0.701 -2.352 1.097
11 H -0.688 -0.757 1.785
12 H 0.864 -0.014 2.221
13 H 0.041 1.953 1.132
14 O -3.329 2.780 -0.477
15 H -3.769 2.114 0.071
16 H -2.436 2.420 -0.449
17 O -3.106 1.071 2.171
18 H -2.145 1.213 2.263
19 H -3.462 0.754 2.986
20 O 3.325 -0.431 -3.132
21 H 2.585 -0.879 -2.692
22 H 2.908 0.426 -3.145
23 O 1.377 2.196 -2.833
24 H 1.499 1.861 -3.723
25 H 1.234 3.117 -2.870
26 O 2.233 -2.969 2.723
27 H 2.222 -2.031 2.900
28 H 3.047 -3.333 2.384
29 O -0.232 -2.670 -3.125
30 H -0.270 -2.294 -4.010
31 H 0.535 -3.186 -3.103
32 O -2.267 -2.412 1.683
33 H -2.834 -1.797 2.161
34 H -2.365 -2.126 0.761
35 O 1.244 3.677 1.009
36 H 2.186 3.826 0.939
37 H 0.844 4.380 1.510

***

Record 4
Density functional theory data (wB97M-V/def2-TZVPD) for a molecular structure, C26H42Cl2IN5O8P2SSn.

Properties
HOMO energy (spin up / spin down)   -13.17 / -13.23 eV
ΔE to the lowest compared entry with this formula, charge and spin   47.07 kcal/mol
LUMO level (spin up / spin down)   -0.292 / -0.275 Eh
Net charge   +2
Multiplicity   1
Kohn-Sham gap (spin up / spin down)   5.23 / 5.74 eV
E_tot   -4404.61558 hartree

Cartesian coordinates (Å):
1 Sn 1.727 -3.082 1.062
2 C -1.916 -3.342 4.332
3 C -1.718 -1.885 4.125
4 N -2.516 -1.018 4.661
5 C -2.345 0.302 4.548
6 C -1.270 0.862 3.843
7 C -1.141 2.378 3.780
8 O -2.019 3.056 4.634
9 C -0.366 0.009 3.225
10 C 0.874 0.535 2.655
11 N 1.843 -0.179 2.256
12 C 3.054 0.346 1.835
13 C 3.162 1.517 1.078
14 C 4.403 1.979 0.680
15 C 5.554 1.289 1.041
16 C 5.464 0.125 1.794
17 C 4.218 -0.340 2.171
18 I 4.056 -2.099 3.333
19 C -0.589 -1.424 3.287
20 O 0.107 -2.260 2.680
21 H -2.936 -3.530 4.657
22 H -1.232 -3.686 5.114
23 H -1.683 -3.902 3.432
24 H -3.072 0.935 5.038
25 H -1.407 2.702 2.769
26 H -0.102 2.671 3.965
27 H -1.755 2.952 5.555
28 H 0.986 1.625 2.695
29 H 2.255 2.038 0.798
30 H 4.468 2.882 0.086
31 H 6.524 1.667 0.745
32 H 6.355 -0.411 2.093
33 N 4.336 -1.125 -2.036
34 C 3.183 -2.039 -2.391
35 C 3.194 -2.443 -3.851
36 P 3.261 -3.428 -1.146
37 O 4.332 -4.383 -1.838
38 O 1.956 -4.108 -0.887
39 O 3.847 -2.731 0.063
40 P 1.677 -1.080 -1.903
41 O 0.494 -1.758 -2.726
42 O 1.874 0.358 -2.243
43 O 1.443 -1.380 -0.444
44 H 5.163 -1.298 -2.606
45 H 4.543 -1.366 -1.029
46 H 4.030 -0.147 -2.119
47 H 4.124 -2.956 -4.103
48 H 3.075 -1.578 -4.507
49 H 2.379 -3.139 -4.042
50 H 4.146 -5.328 -1.715
51 H 0.391 -1.391 -3.618
52 C -0.411 2.333 -4.288
53 C -0.711 3.748 -3.792
54 C -1.352 3.795 -2.403
55 C -0.438 3.285 -1.279
56 N -0.427 1.832 -1.128
57 C -1.368 1.136 -0.513
58 S -1.123 -0.557 -0.330
59 N -2.452 1.724 -0.010
60 C -3.519 1.038 0.725
61 C -4.377 0.089 -0.123
62 C -5.430 0.766 -0.997
63 C -4.870 1.736 -2.037
64 H -0.095 2.363 -5.330
65 H -1.304 1.707 -4.224
66 H 0.391 1.864 -3.714
67 H -1.396 4.234 -4.489
68 H 0.209 4.338 -3.782
69 H -2.279 3.214 -2.422
70 H -1.613 4.830 -2.171
71 H -0.731 3.727 -0.322
72 H 0.588 3.590 -1.483
73 H 0.340 1.302 -1.549
74 H -2.620 2.684 -0.274
75 H -4.147 1.811 1.166
76 H -3.049 0.469 1.533
77 H -4.878 -0.600 0.561
78 H -3.704 -0.511 -0.748
79 H -6.139 1.296 -0.356
80 H -5.990 -0.017 -1.508
81 H -4.523 2.665 -1.577
82 H -5.643 2.003 -2.755
83 H -4.041 1.285 -2.590
84 Cl -0.502 -4.209 -0.439
85 C -2.017 -4.873 0.238
86 Cl -1.677 -6.082 1.475
87 H -2.554 -5.349 -0.573
88 H -2.582 -4.061 0.681

***

Record 5
Density functional theory data (wB97M-V/def2-TZVPD) for 19 unconnected molecules or ions with the total composition ClH36O22.

Properties
HOMO energy   -7.82 eV
ΔE to the lowest compared entry with this formula, charge and spin   18.09 kcal/mol
LUMO level   0.084 Eh
Net charge   -1
Multiplicity   1
Kohn-Sham gap   10.11 eV
E_tot   -2136.88868 hartree

Cartesian coordinates (Å):
1 Cl -1.487 -4.296 -3.166
2 O -2.199 -5.601 -3.251
3 O -0.652 -4.235 -1.880
4 O -0.593 -4.107 -4.379
5 O -2.464 -3.199 -3.187
6 O 0.974 -4.113 -7.117
7 H 1.593 -3.800 -6.485
8 H 0.220 -4.577 -6.696
9 O -3.484 -2.789 -0.671
10 H -3.420 -3.043 -1.572
11 H -4.414 -2.672 -0.468
12 O -3.075 -8.583 -4.634
13 H -3.579 -7.759 -4.652
14 H -2.492 -8.556 -5.357
15 O -2.925 -5.800 -0.657
16 H -3.267 -5.051 -0.198
17 H -2.611 -5.390 -1.470
18 O -1.354 -2.487 -6.290
19 H -0.581 -2.037 -6.690
20 H -0.983 -2.972 -5.511
21 O 2.158 -3.475 -4.583
22 H 1.899 -4.399 -4.507
23 H 2.701 -3.318 -3.792
24 O -0.743 -5.990 -6.162
25 H -1.010 -6.905 -6.117
26 H -0.897 -5.711 -5.250
27 O -4.475 -7.477 -1.962
28 H -4.035 -6.854 -1.338
29 H -4.925 -6.853 -2.630
30 O -3.465 -0.346 -2.748
31 H -3.389 -1.276 -2.553
32 H -2.571 0.053 -2.661
33 O 0.284 -7.313 -3.709
34 H -0.283 -7.602 -3.001
35 H 1.081 -7.818 -3.681
36 O 0.104 -4.282 1.358
37 H 0.177 -4.665 0.515
38 H 0.218 -5.014 2.049
39 O -0.677 -1.462 -1.328
40 H -0.277 -1.326 -2.185
41 H -1.276 -2.197 -1.331
42 O 1.944 -2.167 -0.579
43 H 0.974 -2.322 -0.539
44 H 2.405 -2.856 -0.080
45 O -1.662 -8.140 -2.014
46 H -2.188 -7.613 -2.626
47 H -2.109 -8.938 -1.707
48 O -3.350 -4.772 -6.098
49 H -3.683 -3.899 -5.925
50 H -2.399 -4.648 -6.302
51 O -4.478 -2.609 -5.210
52 H -3.686 -2.596 -4.644
53 H -4.364 -2.056 -6.026
54 O 0.976 -5.962 -0.717
55 H 1.698 -6.056 -1.299
56 H 0.275 -5.485 -1.125
57 O 0.618 -1.277 -3.917
58 H 0.669 -0.960 -4.808
59 H 0.924 -2.153 -4.050